1.
ORCA calculation (ωB97M-V with the def2-TZVPD basis set) on 2 unconnected molecules or ions with the total composition C8H20N3.

The geometry in XYZ format:
```
31
Properties=species:S:1:pos:R:3:mulliken_charge:R:1
C -1.511 -0.711 -2.253 0.51
C -2.854 0.824 -0.731 -1.11
C 1.670 -1.929 2.181 -0.93
C 2.655 0.843 1.980 -1.06
C 0.195 1.046 1.615 -0.90
C 1.741 0.766 -0.208 -0.63
C -2.258 -0.544 -0.894 -0.45
C 1.408 -1.077 1.212 0.12
N -0.382 -0.142 -2.254 -0.58
N -2.131 -1.067 -3.380 -0.47
N 1.450 0.430 1.226 0.35
H -3.660 0.954 -1.539 0.32
H -2.055 1.508 -0.848 0.33
H -3.384 0.920 0.255 0.29
H 2.307 -1.978 3.122 0.30
H 0.043 -0.216 -3.122 0.06
H 1.668 -2.912 1.786 0.32
H 3.451 0.454 1.284 0.38
H 2.826 1.922 2.009 0.39
H 2.640 0.343 2.869 0.44
H -0.197 1.532 0.851 0.46
H -0.536 0.229 1.916 0.30
H 0.363 1.716 2.499 0.29
H 2.758 0.490 -0.496 0.38
H 1.024 0.249 -0.968 0.11
H 1.513 1.874 -0.178 0.45
H -3.048 -1.187 -1.054 0.42
H -1.595 -0.783 -0.164 0.18
H 1.162 -1.391 0.169 0.27
H -2.801 -1.773 -3.270 0.22
H -1.613 -1.107 -4.303 0.24
```

Computed properties:
total energy: -13081.2565 eV
total charge: +1
HOMO: -0.459 Eh
ΔE to the lowest compared entry with this formula, charge and spin: 93.8 kcal/mol

---

2.
ORCA calculation (ωB97M-V with the def2-TZVPD basis set) on a single C8H11NOS molecule.

The geometry in XYZ format:
```
22
Properties=species:S:1:pos:R:3:mulliken_spin:R:1
C -2.503 -1.004 1.316 -0.04
C -3.391 -0.426 0.496 0.17
C -1.071 0.126 0.097 0.20
C 0.215 0.345 -0.477 0.57
C 1.222 0.726 0.337 0.51
C 2.687 0.753 -0.171 -0.03
C 1.083 1.243 1.651 0.03
C 0.043 -1.217 -2.255 0.02
N -1.215 -0.743 1.032 0.18
O 0.427 0.053 -1.796 0.08
S -2.590 0.474 -0.640 0.10
H -2.701 -1.728 2.056 0.00
H -4.391 -0.593 0.325 0.01
H 2.778 1.225 -1.196 0.03
H 2.960 -0.346 -0.419 0.04
H 3.365 1.223 0.513 0.01
H 0.066 1.326 1.927 0.00
H 1.608 0.714 2.421 0.05
H 1.589 2.251 1.668 0.06
H 0.686 -1.397 -3.114 0.00
H -1.044 -1.097 -2.489 0.00
H 0.176 -1.907 -1.283 0.00
```

Computed properties:
total energy: -22841.5063 eV
2S+1: 3
HOMO (spin up / spin down): -0.172 / -0.331 Eh
expectation value of S²: 2.02
ΔE to the lowest compared entry with this formula, charge and spin: 3.8 kcal/mol

---

3.
ORCA calculation (ωB97M-V with the def2-TZVPD basis set) on 2 unconnected molecules or ions with the total composition C2H5F3N3.

The geometry in XYZ format:
```
13
Properties=species:S:1:pos:R:3:mulliken_charge:R:1
C -0.161 0.026 0.230 0.11
C -0.615 2.182 -0.109 0.80
N -0.216 -0.485 1.478 -0.35
N 0.300 -0.680 -0.751 0.15
N 0.769 -1.991 -0.595 -0.70
F -0.786 2.742 1.093 -0.16
F 0.588 2.554 -0.548 -0.15
F -1.596 2.445 -0.915 -0.12
H -0.902 -0.324 2.201 0.29
H 0.127 -0.499 -1.751 0.27
H 0.770 -2.330 -1.591 0.30
H -0.002 -1.474 1.543 0.30
H 1.723 -2.165 -0.284 0.27
```

Computed properties:
total energy: -14767.7838 eV
total charge: +1
HOMO: -0.540 Eh
ΔE to the lowest compared entry with this formula, charge and spin: 78.5 kcal/mol

---

4.
ORCA calculation (ωB97M-V with the def2-TZVPD basis set) on a molecular structure, C3H2FLiO2Tm.

The geometry in XYZ format:
```
10
Properties=species:S:1:pos:R:3:mulliken_spin:R:1
O 0.315 0.255 -0.497 0.13
C -0.532 1.260 -0.373 0.58
O -0.751 1.846 -1.470 0.24
Li 1.716 1.787 -1.368 0.01
Tm 2.322 0.531 2.044 1.01
C -0.615 -1.060 -0.224 0.02
C -0.914 -0.798 1.168 0.02
H -0.179 -2.057 -0.374 -0.01
H -1.547 -1.045 -0.808 0.00
F 0.185 -0.719 1.901 -0.01
```

Computed properties:
total energy: -39649.9231 eV
2S+1: 3
total charge: +3
HOMO (spin up / spin down): -0.810 / -0.806 Eh
expectation value of S²: 2.28

---

5.
ORCA calculation (ωB97M-V with the def2-TZVPD basis set) on 5 unconnected molecules or ions with the total composition C21H25N6O2.

The geometry in XYZ format:
```
54
Properties=species:S:1:pos:R:3:mulliken_charge:R:1
O 2.524 0.087 4.991 -0.22
N 2.575 -0.527 4.002 0.31
O 1.985 0.212 2.921 -0.23
C 2.499 1.527 2.972 0.51
C 3.909 1.772 2.672 -0.45
C 4.390 3.223 2.762 -0.22
C 3.398 4.234 3.177 -0.56
C 2.012 3.845 3.464 -0.10
N 1.611 2.525 3.338 0.20
H 4.592 0.937 2.371 0.41
H 5.463 3.446 2.526 0.48
H 3.685 5.309 3.289 0.38
H 1.223 4.563 3.798 0.40
H 0.645 2.220 3.510 0.11
N -1.479 0.921 2.395 0.04
C -2.656 1.221 3.036 -0.51
C -3.662 1.178 2.108 -0.58
C -3.075 0.834 0.861 -0.57
C -1.730 0.679 1.068 -0.43
H -0.577 0.882 2.829 0.16
H -2.672 1.439 4.092 0.36
H -4.705 1.370 2.302 0.41
H -3.585 0.713 -0.083 0.67
H -0.931 0.420 0.391 0.40
N 5.686 2.561 -0.593 0.07
C 6.569 1.531 -0.385 -0.23
C 7.630 1.708 -1.232 -0.56
C 7.385 2.890 -1.978 -0.37
C 6.181 3.395 -1.561 -0.52
H 4.815 2.683 -0.107 0.18
H 6.364 0.763 0.345 0.28
H 8.490 1.061 -1.309 0.39
H 8.020 3.321 -2.735 0.39
H 5.634 4.272 -1.868 0.38
N -4.285 -1.195 -2.100 0.02
C -5.459 -0.895 -1.460 -0.48
C -6.469 -0.937 -2.386 -0.61
C -5.885 -1.281 -3.632 -0.37
C -4.539 -1.436 -3.424 -0.63
H -3.380 -1.233 -1.665 0.29
H -5.473 -0.677 -0.404 0.47
H -7.512 -0.744 -2.190 0.41
H -6.394 -1.401 -4.575 0.42
H -3.741 -1.696 -4.101 0.51
N -2.486 -6.554 -2.345 0.03
C -2.683 -5.421 -1.603 -0.95
C -3.198 -4.458 -2.433 0.46
C -3.322 -5.034 -3.723 -0.44
C -2.877 -6.328 -3.637 -0.59
H -2.112 -7.420 -1.995 0.18
H -2.439 -5.398 -0.553 0.35
H -3.459 -3.452 -2.145 0.20
H -3.695 -4.553 -4.614 0.38
H -2.805 -7.105 -4.381 0.37
```

Computed properties:
total energy: -35205.4301 eV
total charge: +1
HOMO: -0.349 Eh
ΔE to the lowest compared entry with this formula, charge and spin: 40.2 kcal/mol

---

6.
ORCA calculation (ωB97M-V with the def2-TZVPD basis set) on a molecular structure, C25H27LuN5S5Sb.

The geometry in XYZ format:
```
64
Properties=species:S:1:pos:R:3:mulliken_charge:R:1
Lu 0.107 0.939 0.015 0.79
C 2.771 -1.861 -3.593 -0.68
C 1.782 -2.778 -2.892 0.60
C 2.221 -3.651 -1.908 -0.38
C 1.351 -4.526 -1.256 -0.45
C 0.011 -4.570 -1.635 -0.46
C -0.405 -3.786 -2.699 -0.37
C 0.425 -2.870 -3.307 -0.38
H 3.249 -2.310 -4.428 0.39
H 3.518 -1.556 -2.855 0.18
H 2.253 -0.931 -3.909 -0.40
H 3.287 -3.681 -1.701 0.34
H 1.712 -5.213 -0.487 0.36
H -0.647 -5.295 -1.161 0.36
H -1.396 -3.855 -3.104 0.36
H 0.083 -2.256 -4.119 0.44
C -5.064 -0.532 2.999 -1.14
C -4.988 -0.899 1.534 -0.35
N -3.708 -1.404 1.037 -0.18
C -2.634 -0.593 0.843 0.27
S -1.089 -1.420 0.879 -0.39
N -2.928 0.720 0.819 -0.71
N -1.956 1.588 0.554 0.22
C -2.372 2.889 0.355 0.70
C -3.817 3.231 0.343 -1.61
C -1.353 3.857 0.207 0.66
C -1.722 5.224 0.187 -0.87
C -0.733 6.193 0.357 -0.46
C 0.612 5.783 0.421 -0.78
C 0.904 4.434 0.343 -0.17
N -0.039 3.476 0.230 0.23
H -5.989 -0.029 3.200 0.34
H -4.290 0.123 3.284 0.33
H -4.994 -1.452 3.614 0.29
H -5.223 -0.029 0.910 0.17
H -5.702 -1.726 1.270 0.40
H -3.543 -2.385 1.200 0.26
H -4.356 2.344 -0.009 0.33
H -4.098 4.101 -0.253 0.48
H -4.117 3.411 1.351 0.31
H -2.761 5.557 0.167 0.20
H -1.010 7.203 0.252 0.42
H 1.398 6.524 0.438 0.36
H 1.942 4.055 0.346 0.35
S -0.188 3.833 -3.323 -0.75
Sb 0.493 1.648 -3.213 0.91
S -1.051 0.160 -2.258 -0.48
S 2.177 1.498 -1.579 -0.61
S 1.331 0.687 -5.135 -0.75
C 1.610 0.606 1.836 -2.24
C 2.427 -0.511 1.765 1.43
C 3.646 -0.314 1.028 -0.45
C 4.580 -1.322 0.985 -0.86
C 4.454 -2.472 1.827 0.23
C 3.222 -2.666 2.501 -0.57
C 2.235 -1.735 2.448 -0.28
C 5.496 -3.395 1.938 0.23
N 6.390 -4.079 2.133 -0.67
H 2.038 1.577 1.706 0.69
H 0.785 0.576 2.579 0.48
H 3.772 0.612 0.467 0.33
H 5.531 -1.172 0.430 0.32
H 3.063 -3.582 3.065 0.38
H 1.298 -1.987 2.964 0.30
```

Computed properties:
total energy: -128153.6598 eV
total charge: -2
HOMO: -0.060 Eh
ΔE to the lowest compared entry with this formula, charge and spin: 0.0 kcal/mol

---

7.
ORCA calculation (ωB97M-V with the def2-TZVPD basis set) on a single C4H9NO molecule.

The geometry in XYZ format:
```
15
Properties=species:S:1:pos:R:3:mulliken_charge:R:1
C 2.170 0.363 -0.650 -1.11
C 0.856 -0.570 -0.711 -0.32
N -0.425 0.049 -0.333 -0.10
C -1.556 -0.788 -0.819 -0.87
C -0.473 0.167 1.122 -0.03
O -0.820 1.142 1.699 -0.41
H 2.059 1.392 -1.078 0.31
H 3.067 -0.112 -1.080 0.36
H 2.344 0.480 0.399 0.32
H 1.204 -1.606 -0.210 0.24
H 0.625 -0.849 -1.836 0.31
H -1.570 -1.831 -0.253 0.29
H -1.647 -0.923 -1.923 0.32
H -2.467 -0.305 -0.556 0.35
H -0.070 -0.756 1.628 0.36
```

Computed properties:
total energy: -7829.9711 eV
SMILES: CCN(C)C=O
HOMO: -0.351 Eh
ΔE to the lowest compared entry with this formula, charge and spin: 54.2 kcal/mol

---

8.
ORCA calculation (ωB97M-V with the def2-TZVPD basis set) on 2 unconnected molecules or ions with the total composition C2H3Cl2NS.

The geometry in XYZ format:
```
9
Properties=species:S:1:pos:R:3:mulliken_charge:R:1
H -0.398 -0.308 0.385 0.23
N -0.561 -0.920 -0.387 -0.21
C -1.560 -1.328 -0.900 -0.16
Cl -3.291 -1.019 -0.464 -0.21
H -1.675 -1.853 -1.840 0.33
S 2.652 -0.342 -1.461 -0.19
C 2.035 -0.350 0.026 0.02
Cl 2.008 -1.646 1.049 -0.06
H 1.402 0.462 0.430 0.24
```

Computed properties:
total energy: -39490.9447 eV
SMILES: [H]/N=C\Cl.S=CCl
HOMO: -0.343 Eh
ΔE to the lowest compared entry with this formula, charge and spin: 36.5 kcal/mol

---

9.
ORCA calculation (ωB97M-V with the def2-TZVPD basis set) on a molecular structure, C17H28NO2P2PbSe.

The geometry in XYZ format:
```
52
Properties=species:S:1:pos:R:3:mulliken_charge:R:1
Pb -1.459 0.074 -0.367 0.85
P 0.988 1.302 -1.311 0.75
C 2.483 0.248 -1.640 -1.29
C 2.469 -1.103 -0.892 0.45
N 1.496 -1.445 -0.020 0.03
C 1.637 -2.567 0.715 0.33
C 2.813 -3.318 0.666 -0.68
C 3.828 -2.967 -0.203 -0.58
C 3.623 -1.890 -1.035 -0.71
C 0.552 -3.036 1.668 -0.93
P -1.163 -2.558 1.113 0.56
H 4.337 -1.593 -1.801 0.45
H 2.905 -4.170 1.322 0.43
H 4.728 -3.566 -0.295 0.43
H 0.585 -4.137 1.792 0.48
H 0.708 -2.539 2.646 0.39
H 2.664 0.118 -2.719 0.60
H 3.380 0.862 -1.354 0.52
H 0.181 -1.404 -4.717 0.29
O 0.268 -2.015 -5.529 -0.62
H 0.675 -2.793 -5.027 0.34
H -1.952 0.456 -2.709 -0.02
O -2.069 -1.547 -1.693 -0.71
H -2.868 -1.146 -2.036 0.27
C -1.583 -3.937 -0.043 -1.23
H -1.388 -4.940 0.380 0.43
H -2.645 -3.806 -0.310 0.34
H -0.980 -3.761 -0.947 0.30
C -2.188 -2.924 2.598 -1.13
H -3.217 -2.608 2.375 0.35
H -2.195 -3.991 2.860 0.38
H -1.835 -2.333 3.454 0.35
C 2.151 2.498 -0.531 -1.44
H 2.838 2.880 -1.306 0.44
H 1.663 3.334 -0.025 0.29
H 2.759 1.933 0.195 0.44
C 0.685 2.106 -2.950 -1.23
H -0.061 2.909 -2.837 0.35
H 1.621 2.521 -3.352 0.41
H 0.277 1.330 -3.614 0.33
Se -2.278 1.000 2.748 -0.01
C -2.240 2.773 2.314 -0.20
C -1.061 3.465 1.937 0.04
C -1.018 4.850 1.980 -0.59
C -2.169 5.584 2.289 -0.34
C -3.390 4.920 2.526 -0.48
C -3.444 3.526 2.469 -0.45
H -0.176 2.888 1.696 0.51
H -0.093 5.380 1.779 0.38
H -2.147 6.671 2.357 0.39
H -4.313 5.475 2.757 0.36
H -4.386 2.989 2.633 0.39
```

Computed properties:
total energy: -112830.4972 eV
total charge: +1
HOMO (spin up / spin down): -0.416 / -0.409 Eh

---

10.
ORCA calculation (ωB97M-V with the def2-TZVPD basis set) on a single C26H30N4O3 molecule.

The geometry in XYZ format:
```
63
Properties=species:S:1:pos:R:3:mulliken_charge:R:1
C -1.801 -6.146 0.822 -1.28
C -1.753 -5.026 1.389 -0.83
N -1.478 -3.817 0.763 0.39
C -0.243 -3.395 0.674 -0.68
C -0.165 -2.219 -0.520 -0.09
C 1.125 -1.379 -0.901 -0.60
C 1.050 -0.104 -0.831 -0.25
N -0.031 0.669 -0.692 0.14
C -0.068 2.134 -0.428 0.57
O 1.061 2.786 -0.740 -0.65
C -1.303 2.745 -0.067 0.25
C -2.489 2.264 -0.618 -0.17
C -3.560 2.803 -0.064 -0.47
C -3.566 3.905 0.413 1.01
O -4.677 4.822 0.638 -0.35
C -5.905 4.338 0.665 -0.70
C -2.288 4.863 0.509 -1.07
C -1.261 3.979 0.323 -0.28
C 2.168 0.641 -1.479 0.43
O 2.442 0.520 -2.624 -0.67
N 3.133 0.946 -0.496 0.58
C 3.085 0.845 0.731 0.01
C 4.356 0.350 1.218 -1.60
N 5.772 0.966 0.809 -0.17
C 6.920 0.473 1.492 -1.20
C 5.719 1.013 -0.676 -0.83
C 4.457 1.615 -1.287 -0.94
C -1.558 -2.055 -0.918 0.44
C -2.090 -1.332 -1.797 0.31
C -3.547 -1.210 -1.946 -2.08
C -4.344 -2.219 -1.313 -0.47
C -3.622 -3.325 -0.398 -1.08
C -2.249 -2.943 -0.065 0.17
H -1.972 -6.984 1.381 0.45
H -2.434 -5.967 -0.080 0.35
H -0.832 -6.393 0.254 0.29
H -0.978 -4.950 2.423 0.36
H -2.698 -4.638 1.946 0.44
H 0.735 -3.762 0.964 0.43
H 2.055 -2.068 -0.778 0.31
H -0.849 0.241 -0.305 0.39
H -2.590 1.109 -0.495 -0.12
H -4.566 2.290 -0.352 0.23
H -6.080 3.289 1.261 0.24
H -6.197 3.964 -0.388 0.29
H -6.578 5.281 1.011 0.21
H -2.276 5.830 0.846 0.53
H -0.179 4.445 0.366 0.20
H 2.266 0.172 1.054 0.46
H 3.106 2.021 1.065 0.21
H 4.400 0.292 2.311 0.49
H 4.442 -0.773 1.060 0.30
H 6.879 0.552 2.567 0.32
H 7.098 -0.380 1.125 0.51
H 7.532 1.266 1.151 0.42
H 6.682 1.465 -0.839 0.45
H 5.846 0.018 -0.768 0.59
H 4.623 1.544 -2.422 0.33
H 4.429 2.546 -0.859 0.47
H -1.586 -0.665 -2.320 0.81
H -3.952 -0.964 -2.654 1.23
H -5.376 -2.412 -1.250 0.46
H -4.239 -3.877 0.143 0.52
```

Computed properties:
total energy: -39530.4197 eV
SMILES: CCn1cc(/C=C(\NC(=O)c2ccc(OC)cc2)C(=O)N2CCN(C)CC2)c2ccccc21
HOMO: -0.257 Eh
ΔE to the lowest compared entry with this formula, charge and spin: 560.3 kcal/mol

---

no.,F_max (eV/Å)
1,5.883
2,7.887
3,3.456
4,8.407
5,3.683
6,4.722
7,3.604
8,3.634
9,3.650
10,19.174